(1)
{"formula": "C4H7N3Si", "method": "ωB97M-V with the def2-TZVPD basis set", "energy_ha": -610.1998, "total_charge": 0, "e_above_lowest_kj_mol": 297.8, "orbital_gap_ev": [9.54, 7.87], "lumo_energy_ev": [0.00, -0.70], "elements": ["C", "C", "C", "C", "N", "N", "N", "Si", "H", "H", "H", "H", "H", "H", "H"], "positions_angstrom": [[1.0922, 2.9592, -0.4499], [0.9568, 2.5858, 0.9003], [0.8889, 1.8831, -1.3431], [0.3645, 0.5502, 0.2817], [0.5461, 1.3530, 1.2331], [0.5840, 0.6429, -0.9448], [0.2535, -1.8557, 1.1585], [-0.7520, -2.5094, 0.0308], [1.3542, 3.9884, -0.8088], [1.0787, 3.2066, 1.7571], [1.0214, 1.9223, -2.4008], [-0.0464, -1.3699, 2.0186], [0.0200, -3.5053, -0.6363], [-2.0203, -3.2028, 0.7365], [-1.1100, -1.2188, -0.7889]], "atomic_forces_ev_per_a": [[-0.05, -0.51, -0.09], [-0.60, -0.12, -0.87], [0.45, 0.52, 0.27], [0.15, -2.62, 1.71], [0.21, 1.20, 1.85], [-0.15, 0.25, -2.38], [1.80, 2.85, 2.38], [-3.29, 0.51, -0.57], [-0.25, -1.27, 0.53], [0.34, 0.81, 0.18], [0.14, 0.66, -0.60], [0.09, -0.55, -0.66], [0.26, -0.70, -0.85], [1.12, 0.68, -0.97], [-0.22, -1.72, 0.06]]}


(2)
{"formula": "C33H47Cl2O2P3Zr", "method": "ωB97M-V with the def2-TZVPD basis set", "energy_ha": -3427.1131, "total_charge": 2, "orbital_gap_ev": 7.41, "lumo_energy_ev": -5.91, "elements": ["P", "C", "C", "H", "C", "H", "C", "H", "C", "H", "C", "H", "C", "C", "H", "C", "H", "C", "H", "C", "H", "C", "H", "C", "C", "H", "C", "H", "C", "H", "C", "H", "C", "H", "Zr", "C", "C", "H", "C", "O", "H", "C", "H", "C", "Cl", "Cl", "P", "C", "H", "H", "H", "C", "H", "H", "H", "C", "H", "H", "H", "P", "C", "C", "H", "H", "H", "H", "H", "H", "C", "H", "H", "H", "H", "C", "C", "O", "C", "C", "H", "H", "H", "H", "H", "H", "H", "H", "H", "H"], "positions_angstrom": [[-3.3281, 4.6373, -1.0843], [-4.5118, 5.4680, 0.0965], [-4.4852, 6.8232, 0.4479], [-3.6924, 7.4318, 0.0366], [-5.4669, 7.3934, 1.2373], [-5.4849, 8.4587, 1.3969], [-6.5254, 6.6072, 1.7477], [-7.3708, 7.0544, 2.2615], [-6.5147, 5.2179, 1.4719], [-7.3346, 4.5510, 1.8158], [-5.5285, 4.6588, 0.6642], [-5.5336, 3.5820, 0.4154], [-2.1872, 6.0076, -1.3595], [-1.1521, 6.1187, -0.4324], [-1.0596, 5.3621, 0.3509], [-0.2680, 7.2297, -0.4766], [0.4731, 7.3087, 0.3152], [-0.4544, 8.2064, -1.4757], [0.1642, 9.1276, -1.4311], [-1.4398, 8.0599, -2.4274], [-1.6092, 8.8324, -3.1836], [-2.3105, 6.9600, -2.3921], [-3.0951, 6.8510, -3.1115], [-4.3798, 4.8090, -2.5878], [-5.5398, 5.5856, -2.7091], [-5.9297, 6.0868, -1.8260], [-6.1701, 5.7714, -3.9374], [-7.0092, 6.4436, -4.0294], [-5.6492, 5.1337, -5.0943], [-6.0743, 5.3485, -6.0757], [-4.5450, 4.2862, -4.9504], [-4.1043, 3.7646, -5.8285], [-3.9107, 4.1182, -3.7293], [-3.0396, 3.4673, -3.6075], [-0.0619, -0.0292, 0.0605], [1.3756, 0.8409, -1.2444], [1.4019, 1.9456, -2.0004], [2.0359, -0.0714, -1.3411], [0.2252, 2.9369, -1.8002], [-0.2140, 3.2685, -3.1736], [-0.9783, 3.8815, -3.1505], [-1.0293, 2.4477, -0.9538], [0.5830, 3.8216, -1.2012], [-2.2550, 3.2141, -0.7723], [1.4161, -1.8692, 0.3713], [-2.0001, -0.4031, 1.4306], [0.8886, 1.2175, 2.1194], [1.2293, -0.0002, 3.4161], [1.9818, -0.7169, 3.0594], [0.3067, -0.5413, 3.6742], [1.6004, 0.5465, 4.2969], [2.5213, 1.9203, 1.7903], [2.4581, 2.6925, 1.0077], [3.2056, 1.1279, 1.4525], [2.8878, 2.3665, 2.7287], [0.0481, 2.5185, 3.0463], [-0.9305, 2.1597, 3.4054], [-0.0973, 3.4020, 2.4024], [0.6922, 2.7799, 3.9060], [2.7999, 2.3267, -3.1526], [4.1675, 1.2477, -2.7999], [3.2930, 4.0532, -2.9047], [3.8435, 0.2138, -2.8506], [4.5583, 1.4325, -1.8028], [4.9766, 1.3959, -3.5131], [2.4057, 4.6987, -2.9498], [4.0119, 4.3813, -3.6670], [3.7734, 4.1471, -1.9225], [2.2135, 2.1118, -4.8522], [2.1380, 1.0348, -5.0550], [2.9346, 2.5794, -5.5374], [1.2210, 2.5839, -4.9123], [-3.1100, 3.0242, 0.0349], [-0.1262, -1.2302, -3.8387], [-1.2870, -0.6423, -3.0944], [-1.2055, -1.0255, -1.6335], [-1.5632, -2.4242, -1.3708], [-3.0464, -2.6964, -1.5458], [0.8244, -0.9840, -3.3516], [-0.0603, -0.8746, -4.8573], [-0.2294, -2.3189, -3.8607], [-1.2785, 0.4475, -3.0328], [-2.2715, -0.9650, -3.4410], [-0.9454, -3.0621, -2.0337], [-1.2331, -2.5940, -0.3428], [-3.3844, -2.4810, -2.5665], [-3.2264, -3.7463, -1.3382], [-3.6643, -2.1175, -0.8366]], "atomic_forces_ev_per_a": [[0.57, 3.93, -2.35], [-0.31, -1.91, 1.76], [0.87, -0.35, -0.70], [-0.01, 0.22, 0.10], [-1.28, -0.72, 0.27], [0.18, 0.13, 0.09], [0.84, -0.79, -0.97], [0.29, -0.05, 0.12], [-0.67, 0.10, 0.07], [0.69, 0.71, -0.11], [0.59, 0.00, -0.49], [-0.25, 0.62, 0.28], [0.57, 0.55, -0.63], [0.85, 1.07, -0.02], [0.08, 0.29, -0.14], [-1.18, -0.80, -0.28], [0.00, 0.23, -0.32], [0.99, 0.30, 1.23], [-0.44, -0.80, -0.24], [-0.89, -0.22, -0.50], [0.21, -0.31, 0.25], [0.72, -0.04, 1.00], [-0.26, 0.11, -0.33], [0.30, -1.86, -1.02], [0.10, 0.17, 0.63], [-0.02, -0.05, -0.22], [1.03, -0.68, -0.94], [-0.11, -0.04, 0.11], [0.02, 0.40, 1.09], [0.05, -0.26, 0.32], [0.49, -0.29, -1.03], [-0.57, 0.48, 0.64], [-0.29, 0.46, 0.85], [-0.30, 0.07, -0.30], [-3.26, -1.06, -0.46], [1.40, -0.08, -1.53], [-0.43, -0.26, 0.74], [0.29, 1.52, -0.36], [-2.02, 0.98, -0.64], [0.43, 0.47, 0.86], [0.69, -0.35, 0.25], [-1.35, 1.06, 0.96], [-0.14, -0.30, -0.81], [-0.51, -1.51, 1.48], [-0.04, 0.00, 0.26], [-0.06, 0.28, 0.20], [0.62, 0.36, 0.95], [0.04, -0.25, 0.22], [-0.24, 0.18, 0.20], [0.32, 0.16, -0.05], [-0.06, -0.31, -0.20], [0.37, 0.30, 0.03], [0.03, -0.22, 0.30], [-0.17, 0.25, 0.14], [0.11, -0.12, -0.39], [-0.33, 0.41, -0.01], [0.38, 0.16, -0.16], [-0.02, -0.30, 0.32], [-0.36, -0.04, -0.36], [-1.36, 0.61, 0.02], [0.19, -0.16, 0.11], [0.02, -0.06, 0.09], [-0.06, -0.17, -0.07], [-0.04, 0.08, 0.13], [-0.05, 0.09, -0.14], [0.19, -0.20, 0.00], [-0.20, -0.21, 0.11], [-0.17, 0.01, -0.17], [0.18, -0.01, 0.25], [-0.02, 0.30, -0.04], [-0.28, -0.18, 0.09], [0.42, -0.14, -0.07], [2.34, -2.15, -0.62], [0.24, -0.51, 0.29], [-0.12, 0.36, 1.54], [0.09, 0.09, -1.09], [0.12, -0.19, -0.21], [-0.09, 0.53, 0.23], [-0.19, -0.03, 0.03], [-0.24, 0.11, -0.31], [0.20, 0.15, -0.19], [0.05, -0.06, -0.23], [0.27, 0.02, -0.06], [-0.31, 0.32, 0.40], [-0.19, -0.17, -0.14], [0.04, -0.16, 0.24], [-0.01, -0.18, -0.07], [0.39, -0.13, -0.31]]}


(3)
{"formula": "H6O4Si2", "method": "ωB97M-V with the def2-TZVPD basis set", "energy_ha": -883.6465, "total_charge": 0, "e_above_lowest_kj_mol": 258.6, "orbital_gap_ev": 10.48, "lumo_energy_ev": -0.13, "smiles": "O=[Si](O)O.O[SiH3]", "elements": ["O", "Si", "O", "O", "H", "H", "O", "Si", "H", "H", "H", "H"], "positions_angstrom": [[2.2140, -1.2440, -1.1342], [2.4349, -0.1464, -0.1120], [2.9431, -0.1949, 1.4292], [2.0990, 1.4113, -0.4104], [2.3759, 0.1355, 2.0925], [2.5301, 1.7608, -1.2284], [-0.2527, -1.3467, 0.4282], [-1.4959, -0.4038, -0.0896], [0.0479, -2.1197, 0.0613], [-2.3817, -0.6532, -1.2097], [-1.0400, 0.9156, -0.1541], [-2.3237, -0.5574, 1.1420]], "atomic_forces_ev_per_a": [[0.61, -0.13, 0.13], [-0.72, -0.11, 0.24], [0.75, -1.11, -1.46], [0.98, 0.76, -1.07], [-0.86, 0.69, 1.21], [-0.90, -0.34, 0.86], [-0.52, 2.53, 0.88], [-1.08, -1.04, 2.06], [1.26, -2.68, -1.59], [0.15, -0.53, -0.67], [0.68, 1.58, -0.28], [-0.36, 0.38, -0.32]]}


(4)
{"formula": "C9H14O", "method": "ωB97M-V with the def2-TZVPD basis set", "energy_ha": -426.5566, "total_charge": 0, "e_above_lowest_kj_mol": 42.5, "orbital_gap_ev": 9.29, "lumo_energy_ev": 0.87, "smiles": "Cc1ccc(O)cc1.CC", "elements": ["C", "C", "C", "C", "C", "O", "C", "C", "H", "H", "H", "H", "H", "H", "H", "H", "C", "C", "H", "H", "H", "H", "H", "H"], "positions_angstrom": [[0.4947, 1.7277, -2.3103], [0.6436, 0.4550, -1.5281], [1.7342, 0.2160, -0.6902], [1.8287, -0.9565, 0.0326], [0.8533, -1.9334, -0.1284], [1.0296, -3.0779, 0.6147], [-0.1984, -1.7738, -1.0171], [-0.3388, -0.5246, -1.5897], [0.9820, 1.6224, -3.2781], [0.8826, 2.5960, -1.7680], [-0.5461, 2.0404, -2.4931], [2.4833, 0.9751, -0.4813], [2.5320, -1.0769, 0.8474], [0.2930, -3.6801, 0.4234], [-1.0420, -2.4542, -1.1263], [-1.2172, -0.2628, -2.1792], [-1.9308, 0.9488, 1.6409], [-0.7166, 0.6287, 2.5383], [-1.5246, 1.1002, 0.6432], [-2.6685, 0.1499, 1.7360], [-2.4486, 1.8729, 1.8999], [-0.8966, -0.1958, 3.2422], [-0.2614, 1.4604, 3.0595], [0.0324, 0.1427, 1.9118]], "atomic_forces_ev_per_a": [[-0.39, 0.65, 0.21], [-0.10, 0.04, 0.41], [0.04, 0.24, 0.30], [-0.61, 0.01, 0.23], [0.51, -0.96, 0.02], [-0.55, -0.13, -0.22], [-0.61, 0.67, 0.63], [0.06, 0.54, -1.10], [0.11, 0.25, -0.05], [0.46, -0.23, -0.15], [0.14, -0.62, -0.02], [-0.11, 0.07, -0.33], [0.25, -0.10, -0.30], [0.32, 0.19, 0.15], [0.44, -0.26, 0.18], [0.05, -0.38, 0.06], [0.47, 0.32, 0.68], [-0.01, -1.21, -0.23], [-0.53, -0.30, -0.29], [0.12, 0.01, -0.57], [0.09, 0.02, 0.24], [-0.40, 0.55, 0.26], [-0.03, 0.22, 0.02], [0.29, 0.40, -0.14]]}


(5)
{"formula": "C2HClN2", "method": "ωB97M-V with the def2-TZVPD basis set", "energy_ha": -646.4348, "total_charge": 0, "e_above_lowest_kj_mol": 125.5, "orbital_gap_ev": 12.29, "lumo_energy_ev": 0.49, "elements": ["C", "C", "N", "N", "Cl", "H"], "positions_angstrom": [[1.7605, 0.5742, -1.3710], [-1.0134, -0.9930, 0.8671], [0.8937, 1.1880, -0.9009], [-2.0431, -0.4904, 0.8381], [0.3587, -1.7992, 0.9680], [0.0437, 1.5204, -0.4013]], "atomic_forces_ev_per_a": [[0.30, -0.08, -0.17], [-0.79, 0.11, 0.09], [-1.77, 0.52, 1.08], [-0.39, 0.50, -0.14], [1.24, -0.63, 0.04], [1.41, -0.42, -0.91]]}